45
Properties=species:S:1:pos:R:3 method="wB97M-V/def2-TZVPD" homo_energy_ev=-4.34 lumo_ev=2.3 charge=-1 gap_ha=0.24364
C 2.785 3.743 1.702
C 3.517 3.323 0.437
I 3.837 5.144 -0.745
C 2.774 2.295 -0.462
N 1.655 1.663 0.175
C 0.534 1.304 -0.705
B -0.795 1.607 0.108
O -1.142 0.725 1.134
N -1.600 2.749 -0.207
C -0.846 3.890 -0.750
C -2.609 3.117 0.802
C 0.588 -0.183 -1.090
O -0.099 -0.499 -2.103
O 1.266 -0.930 -0.339
H 2.165 4.606 1.541
H 2.214 2.933 2.124
H 3.524 4.044 2.439
H 4.516 3.005 0.669
H 3.517 1.543 -0.743
H 2.480 2.758 -1.384
H 1.932 0.842 0.692
H 0.560 1.841 -1.637
H -0.901 1.128 1.969
H -1.400 4.811 -0.650
H 0.140 3.998 -0.316
H -0.687 3.737 -1.810
H -2.374 2.778 1.802
H -3.574 2.734 0.498
H -2.719 4.191 0.855
C -0.990 -4.961 1.626
O -1.586 -3.856 0.991
C -0.722 -3.227 0.025
C -1.017 -3.684 -1.379
O -0.773 -5.089 -1.563
C -1.938 -5.873 -1.463
H -1.784 -5.554 2.086
H -0.442 -5.593 0.922
H -0.302 -4.627 2.414
H 0.324 -3.404 0.278
H -0.891 -2.155 0.083
H -0.360 -3.138 -2.055
H -2.052 -3.448 -1.648
H -2.518 -5.821 -2.395
H -2.573 -5.556 -0.631
H -1.635 -6.908 -1.297